1.
Entry from the Open Molecules 2025 dataset: a cluster of 8 separate species, C34H54FN7 in total at a distorted geometry (ωB97M-V with the def2-TZVPD basis set).

Computed properties:
Orbital gap (eV): 9.419
SMILES string: Fc1ccccc1.CCCC#N.CCCC#N.CCCC#N.CCCC#N.CCCC#N.CCCC#N.CCCC#N
Net charge: 0

Structure (XYZ):
```
96
Properties=species:S:1:pos:R:3:mulliken_charge:R:1
F -17.362 -23.691 -14.104 -0.277
N -19.801 -21.358 -14.369 -0.496
N -28.784 -20.864 -12.311 -0.426
N -15.944 -15.763 -9.265 -0.422
N -19.400 -20.823 -19.090 -0.552
N -25.469 -21.897 -14.752 -0.439
N -26.590 -12.298 -13.991 -0.436
N -22.076 -16.485 -17.035 -0.355
C -22.745 -19.391 -14.511 -0.123
C -18.400 -20.327 -18.832 0.266
C -17.186 -18.438 -17.644 -0.590
C -25.973 -18.038 -12.089 -0.691
C -16.021 -25.061 -15.434 -0.461
C -16.371 -16.369 -11.762 -0.422
C -16.859 -23.964 -15.304 0.170
C -16.535 -23.406 -17.600 -0.267
C -24.358 -23.886 -17.451 -0.497
C -17.797 -16.720 -12.151 -0.032
C -21.692 -19.943 -15.475 0.301
C -22.092 -16.147 -18.134 0.251
C -20.760 -15.456 -20.183 -0.523
C -28.552 -18.270 -12.334 -0.662
C -22.174 -18.491 -13.400 -0.924
C -23.253 -24.363 -18.383 -1.179
C -25.651 -12.898 -14.259 0.177
C -17.088 -19.702 -18.490 -0.261
C -17.156 -23.173 -16.396 -0.107
C -23.870 -23.483 -16.057 -0.141
C -15.692 -24.515 -17.756 -0.615
C -15.435 -25.348 -16.665 -0.416
C -18.346 -17.958 -11.434 -0.939
C -25.237 -15.606 -16.056 -1.129
C -27.258 -17.629 -12.812 -0.307
C -16.157 -16.066 -10.351 0.157
C -28.669 -19.721 -12.344 0.241
C -20.665 -20.771 -14.846 0.038
C -24.759 -22.589 -15.332 0.237
C -24.415 -13.619 -14.579 -0.513
C -19.858 -16.684 -20.105 -0.780
C -22.136 -15.665 -19.524 -0.565
C -24.588 -15.131 -14.756 0.520
C -18.274 -18.494 -16.575 -0.911
H -16.681 -19.495 -19.481 0.370
H -23.781 -24.324 -15.359 0.320
H -21.173 -19.036 -15.808 -0.320
H -18.377 -17.546 -16.044 0.356
H -25.114 -17.697 -12.674 -0.115
H -24.821 -22.981 -17.859 0.360
H -22.142 -20.367 -16.370 0.488
H -17.786 -16.856 -13.231 0.015
H -15.716 -17.241 -11.900 0.249
H -22.865 -18.605 -12.566 0.336
H -27.060 -17.738 -13.882 0.277
H -23.658 -24.420 -19.395 0.349
H -20.884 -15.142 -21.217 0.338
H -18.151 -19.266 -15.814 0.428
H -23.603 -15.601 -14.754 -0.145
H -15.974 -15.585 -12.405 0.338
H -22.920 -14.923 -19.640 0.395
H -22.993 -25.368 -18.044 0.297
H -17.826 -22.327 -16.284 0.436
H -22.386 -23.708 -18.464 0.352
H -16.449 -20.436 -18.001 0.247
H -22.500 -16.539 -20.084 0.237
H -27.338 -16.544 -12.702 0.297
H -22.134 -17.446 -13.709 0.162
H -19.948 -17.290 -19.198 0.009
H -17.299 -17.553 -18.270 0.235
H -15.802 -25.659 -14.559 0.400
H -19.432 -18.007 -11.556 0.075
H -20.255 -14.643 -19.657 0.319
H -18.001 -18.903 -11.856 0.326
H -23.766 -13.453 -13.716 0.309
H -15.230 -24.728 -18.710 0.373
H -18.807 -16.427 -20.240 0.372
H -25.470 -16.671 -15.983 0.244
H -23.959 -13.131 -15.441 0.331
H -23.389 -18.785 -15.153 0.096
H -28.751 -17.922 -11.316 0.305
H -29.333 -17.758 -12.902 0.364
H -19.231 -18.675 -17.075 0.010
H -23.388 -20.189 -14.141 0.197
H -26.226 -15.150 -16.182 0.427
H -18.209 -17.957 -10.352 0.390
H -25.152 -15.543 -13.920 0.011
H -16.782 -22.862 -18.502 0.376
H -14.906 -26.278 -16.820 0.354
H -25.118 -24.668 -17.441 0.299
H -25.827 -17.546 -11.124 0.324
H -18.472 -15.924 -11.831 0.293
H -22.881 -23.036 -16.177 0.085
H -25.862 -19.114 -11.949 0.441
H -21.163 -18.747 -13.080 0.210
H -16.262 -18.252 -17.089 0.401
H -24.702 -15.469 -16.993 0.116
H -20.025 -17.448 -20.873 0.345
```

2.
Entry from the Open Molecules 2025 dataset: a structure of composition C34H54FNO6ReS5Si at a distorted geometry (ωB97M-V with the def2-TZVPD basis set).

Computed properties:
Orbital gap (alpha / beta) (eV): 5.860 / 6.553
Energy relative to the best compared isomer or geometry (same formula, charge and spin) (eV): 0.912
Net charge: +2
2S+1: 2

Structure (XYZ):
```
103
Properties=species:S:1:pos:R:3:lowdin_spin:R:1
Re -0.591 -0.741 0.527 0.909
S -0.703 -2.748 -0.863 0.029
S -1.741 -2.109 3.572 0.007
S -3.323 -1.176 0.882 0.004
S 1.150 -1.983 1.900 -0.003
S 1.355 0.098 -0.397 -0.047
Si 2.747 -0.423 -2.128 0.011
F -1.103 1.966 6.667 0.000
O 4.040 0.383 -1.705 -0.001
O -1.750 0.360 -0.740 0.013
O 1.990 0.127 -3.407 -0.004
O -2.768 2.147 -1.525 0.005
O 2.988 -2.001 -1.960 0.007
O -0.836 0.678 1.953 0.028
N -3.533 3.777 2.078 0.008
C -3.308 -2.943 3.127 0.000
C -3.440 -2.405 -0.464 0.001
C 3.505 -4.094 -2.994 0.000
C 0.927 -0.179 -4.326 0.000
C 4.909 2.203 -3.030 0.000
C -0.257 0.709 -3.956 -0.001
C 0.813 -3.006 3.394 0.003
C 4.110 -2.828 -2.392 0.001
C 5.731 1.686 -0.707 0.000
C -1.678 2.412 5.551 0.001
C -4.155 5.098 4.571 0.000
C -2.377 2.107 0.796 0.007
C -4.467 4.921 2.098 0.001
C -3.240 3.180 0.930 0.000
C 4.946 -3.148 -1.156 0.000
C 0.445 -3.941 -0.040 0.000
C -2.928 3.349 3.242 0.002
C -2.283 1.528 -0.605 0.002
C -1.393 1.805 4.355 -0.001
C -5.497 4.854 0.975 0.000
C -2.010 2.274 3.189 0.002
C -5.175 4.983 3.449 0.000
C -2.357 -3.466 -0.425 0.010
C -4.163 -2.011 2.289 0.000
C 4.516 1.742 -1.631 0.000
C -1.691 1.621 1.934 0.002
C 1.600 -3.235 0.641 -0.002
C 3.425 2.629 -1.049 0.002
C 1.472 0.153 -5.714 0.000
C -0.593 -3.533 3.557 0.000
C -3.190 3.958 4.489 0.001
C 0.543 -1.650 -4.239 0.001
C -2.571 3.481 5.624 0.000
C 4.948 -2.093 -3.427 0.000
H -5.031 -2.535 1.888 0.000
H -0.255 -1.861 -4.944 0.000
H 5.440 -1.240 -2.969 0.000
H 5.873 -3.632 -1.448 0.000
H -4.644 5.104 5.546 0.000
H 4.055 2.137 -3.698 0.000
H -3.380 -1.821 -1.385 0.000
H -5.834 5.850 3.460 0.000
H -6.277 5.584 1.177 0.000
H -3.858 5.828 1.981 0.000
H 1.543 -3.814 3.379 0.000
H -4.427 -2.866 -0.404 0.000
H 3.802 3.639 -0.923 0.000
H -3.716 3.541 0.028 0.000
H -5.789 4.092 3.590 0.000
H 1.049 -2.332 4.218 0.000
H 4.293 -4.792 -3.253 0.000
H -0.586 0.495 -2.941 -0.001
H 5.184 -2.225 -0.633 0.000
H 5.710 1.583 -3.425 0.000
H 2.312 -0.493 -5.954 0.000
H -0.702 0.983 4.295 0.000
H -0.875 -4.211 2.752 0.000
H 2.259 -3.956 1.126 0.000
H 2.180 -2.673 -0.098 0.000
H 5.254 3.232 -2.999 0.000
H 6.134 2.681 -0.553 0.000
H -5.075 5.092 0.004 0.000
H 0.021 1.757 -4.011 0.000
H 0.202 -1.885 -3.234 0.001
H 1.395 -2.282 -4.476 0.000
H 2.835 -4.574 -2.285 0.000
H -2.294 -3.923 0.562 0.000
H 2.944 -3.860 -3.895 0.000
H -3.073 -3.870 2.606 0.000
H -2.768 3.938 6.581 0.000
H -0.127 -4.557 0.650 0.000
H 4.319 -1.732 -4.237 0.000
H -3.838 -3.192 4.048 0.000
H 1.815 1.183 -5.748 0.000
H -0.681 -4.058 4.510 0.000
H 2.563 2.651 -1.711 0.000
H -5.961 3.871 0.935 0.000
H 0.839 -4.571 -0.838 0.000
H 4.408 -3.809 -0.481 0.000
H 0.701 0.017 -6.466 0.000
H -3.603 6.039 4.475 0.000
H -2.559 -4.237 -1.169 -0.001
H 5.705 -2.751 -3.843 0.000
H -1.083 0.533 -4.637 0.000
H 6.507 1.060 -1.139 0.000
H 3.109 2.249 -0.080 0.001
H 5.448 1.270 0.256 0.000
H -4.503 -1.176 2.904 0.000
```